A structure of composition C16H36NO32S8. Source: the Open Molecules 2025 dataset; level of theory: ωB97M-V with the def2-TZVPD basis set.

## Properties
**Energy relative to the best compared isomer or geometry (same formula, charge and spin)**: 1.0522 eV
**HOMO level**: -12.48 eV
**Charge**: +1
**Kohn-Sham gap**: 0.401 hartree

Geometry (Å):
S1 0.708295 -2.958582 2.433774
S2 -1.790954 1.011795 -3.398725
S3 -0.803128 3.237270 0.934336
S4 -2.845253 -2.517763 -1.201504
S5 3.411269 -2.794129 -1.916963
S6 -3.764355 0.150050 2.456010
S7 2.257995 2.695338 -1.920572
S8 3.605557 -0.065441 2.121260
O1 4.690070 -1.187239 2.447093
O2 -2.592891 -2.950013 -2.717081
O3 -1.682663 2.521817 -3.917907
O4 -2.462029 1.388963 -2.027641
O5 -3.540079 -3.864059 -0.763665
O6 1.942383 1.756972 -0.915219
O7 4.671928 1.011155 1.613685
O8 -2.142021 3.933307 1.436532
O9 0.053509 4.572875 0.724322
O10 -0.533528 -2.326480 2.157335
O11 2.991380 0.449552 3.284612
O12 -3.788594 -1.471154 -1.149209
O13 -4.748046 0.825982 1.694462
O14 -1.559571 -2.405247 -0.634194
O15 2.089758 -3.655795 -2.062602
O16 3.597106 -2.603037 -3.492135
O17 4.442969 -3.596105 -1.422019
O18 -0.193782 2.525583 1.993056
O19 1.535434 -3.437745 1.400727
O20 -3.008770 1.190211 3.391904
O21 3.316983 1.979034 -2.853148
O22 -0.899240 2.604363 -0.328323
O23 2.583258 4.014882 -1.540144
O24 0.379890 -4.210511 3.402047
O25 -2.715465 0.282509 -4.190667
O26 1.141215 2.714615 -3.107045
O27 1.379139 -2.021294 3.592337
O28 -2.842788 -0.687455 1.789376
O29 -0.547188 0.414245 -3.090855
O30 -4.497001 -0.649208 3.632867
O31 2.830226 -0.459661 1.017608
O32 3.112666 -1.523038 -1.349214
N1 -0.271105 -0.165358 -0.013232
C1 0.535314 -3.808372 4.737759
C2 -4.057654 -0.282126 4.921878
C3 1.419353 -3.376807 -3.342448
C4 -2.861445 0.653321 4.709636
C5 -3.403314 2.437979 -2.261408
C6 -3.604143 -3.863348 -3.162299
C7 2.311478 -2.356359 -4.049442
C8 -2.043372 5.355885 1.320819
C9 -4.192483 -4.491047 -1.890925
C10 5.877734 0.873050 2.334893
C11 3.200693 2.491955 -4.184712
C12 1.692477 2.352862 -4.356928
C13 -0.567616 5.677114 1.382455
C14 5.967510 -0.609452 2.743092
C15 1.688602 -2.862891 4.728690
C16 -2.540579 3.358875 -3.136321
H1 6.142612 -0.708193 3.811548
H2 -0.197413 5.730874 2.407349
H3 1.726660 -2.282244 5.648730
H4 -1.920468 3.979963 -2.490542
H5 -4.233393 2.045831 -2.850009
H6 5.928119 1.539983 3.201616
H7 -5.264156 -4.310209 -1.811116
H8 3.764941 1.773179 -4.777042
H9 -4.811644 0.203548 5.541394
H10 1.997103 -1.330885 -3.855831
H11 3.660017 3.461765 -4.373867
H12 -2.582393 5.848480 2.126782
H13 -0.406671 -0.947994 -0.662512
H14 -2.722009 1.440996 5.441282
H15 -1.951815 0.043797 4.700127
H16 -3.044257 -4.629742 -3.695819
H17 -0.343906 -3.216431 5.042508
H18 -3.752111 2.913457 -1.353527
H19 1.546420 -4.353259 -3.811056
H20 0.403479 -3.143744 -3.075971
H21 2.380111 -2.510903 -5.121698
H22 1.326722 3.015962 -5.142691
H23 2.700181 -3.232862 4.549562
H24 -2.500104 5.676709 0.383092
H25 -4.011924 -5.552891 -1.755164
H26 0.501455 -4.586794 5.496844
H27 -0.365317 6.620539 0.883110
H28 -3.178484 3.973568 -3.768296
H29 6.739348 1.205890 1.757829
H30 -4.311490 -3.378314 -3.826924
H31 6.731102 -1.110909 2.155879
H32 -0.730836 0.627068 -0.470244
H33 0.713019 0.126241 0.046488
H34 -3.693515 -1.152882 5.466062
H35 1.478141 1.348796 -4.726207
H36 -0.652659 -0.410230 0.902294

Cartesian forces, eV/Å:
S -1.2 -0.2 1.8
S -1.1 0.0 0.4
S 1.9 1.2 0.9
S -0.6 -0.8 -1.4
S -1.2 0.8 -0.6
S -0.9 0.5 0.4
S -0.4 -1.1 -1.2
S 1.1 0.8 -0.4
O -0.5 -0.1 0.0
O -0.1 0.3 0.2
O 0.2 -0.7 -0.2
O -0.3 -0.7 0.8
O 0.3 0.1 0.1
O -0.6 -0.4 0.4
O -0.1 0.1 -0.4
O 0.1 -0.5 -0.2
O -0.4 0.0 -0.6
O 0.0 0.5 -0.6
O -0.1 -0.1 0.8
O -0.2 0.6 0.2
O 0.0 0.2 0.0
O 0.5 -0.1 0.5
O -0.1 0.5 0.2
O 0.5 0.1 -0.2
O 1.0 -0.6 0.4
O -0.5 -0.6 0.5
O 0.7 0.3 -0.1
O -0.4 0.3 -0.1
O 1.2 0.9 0.8
O -0.8 0.1 -0.5
O 0.1 0.5 -0.3
O 0.4 -0.4 -0.7
O 0.0 0.2 -0.5
O -0.2 0.3 1.0
O 0.0 -0.7 -0.9
O 0.6 -0.4 0.0
O 0.8 0.1 -0.1
O -0.1 -0.1 -0.4
O -0.7 -0.4 -0.2
O 0.0 -0.2 -0.2
N 0.6 0.5 -0.8
C -1.1 0.8 1.3
C 0.8 0.5 1.1
C 1.2 -1.3 0.8
C 1.0 -1.0 -0.2
C 0.4 0.2 -1.3
C 0.9 -0.7 -0.1
C -0.5 0.3 0.0
C -0.4 0.8 -0.1
C -0.8 0.2 0.6
C 0.8 0.5 0.8
C 0.2 -1.2 -0.4
C 0.7 0.7 -1.7
C -0.1 0.1 0.4
C 0.1 0.4 0.1
C 1.0 0.5 0.2
C -0.7 0.8 0.7
H 0.2 -0.1 0.0
H 0.0 0.0 0.0
H -0.2 0.4 -0.3
H 0.2 0.0 -0.2
H -0.2 -0.1 0.2
H -0.6 -0.2 0.1
H 0.0 0.1 0.0
H -0.2 0.0 -0.2
H -0.5 -0.1 -0.5
H 0.0 0.1 0.1
H -0.3 0.3 0.6
H -0.1 -0.4 0.2
H 0.3 -0.1 0.5
H -0.4 0.2 -0.2
H 0.1 0.2 0.0
H -0.2 0.1 -0.3
H 0.0 0.1 -0.3
H 0.2 -0.3 0.3
H -0.6 0.2 -0.4
H -0.4 0.4 -0.4
H 0.0 -0.1 0.0
H -0.2 0.2 0.3
H -0.2 -0.6 0.1
H 0.1 -0.1 -0.1
H 0.1 0.0 -0.3
H 0.7 -0.7 -0.7
H 0.3 -0.2 -0.2
H 0.3 0.0 -0.3
H -0.3 -0.3 -0.6
H -0.1 0.1 0.2
H -0.2 -0.3 0.1
H -0.3 0.1 0.5
H 0.1 -0.4 0.1
H -0.2 -0.2 -0.2
H -0.4 -0.2 0.9
H -0.2 0.0 -0.1

A cluster of 11 separate species, C34H79NO24 in total. Source: the Open Molecules 2025 dataset; level of theory: ωB97M-V with the def2-TZVPD basis set.

## Properties
**Multiplicity**: 2
**HOMO level (spin up / spin down)**: 0.77 / -6.84 eV
**Charge**: -1
**Kohn-Sham gap (spin up / spin down)**: 0.047 / 0.326 hartree

Geometry (Å):
O1 -2.162722 2.722629 -5.267249
O2 2.677392 -1.308637 5.185666
O3 6.032427 3.354935 -1.234264
O4 -1.973454 4.911488 -4.940914
O5 -4.991166 3.682477 1.819704
O6 -2.449167 -2.174652 1.506864
O7 -3.319791 -2.799283 -3.314053
O8 1.339834 -6.427160 2.008171
O9 -3.955797 3.314631 3.823633
O10 4.918118 2.329426 0.550554
O11 -1.555429 -3.593046 0.178896
O12 -4.592313 1.752778 -3.677340
O13 0.309692 -0.310514 -1.984420
O14 0.131649 -0.120775 0.355057
O15 4.362581 -2.621430 -3.434841
O16 5.024480 -8.589589 3.120538
O17 -0.847500 1.380430 -0.892463
O18 -5.837465 4.529283 3.646403
O19 0.093541 5.203194 -0.664228
O20 5.075469 4.685707 0.471735
O21 -2.753332 3.987827 -6.983755
O22 0.163367 4.194076 1.349346
O23 -1.867544 5.100462 0.676007
O24 -2.935168 -2.088746 -0.730475
N1 4.269502 -5.072391 2.200426
C1 -4.855495 3.815485 3.159337
C2 0.889862 -1.132521 2.169468
C3 2.959327 -2.305339 -3.398025
C4 -2.892601 5.158661 -7.833322
C5 -5.932564 4.673381 5.035316
C6 -1.152614 1.386459 -6.973773
C7 -1.306195 2.038235 -2.071485
C8 -0.051126 0.315544 -0.943997
C9 -3.029040 -0.504067 3.279177
C10 -3.291032 -1.084029 1.849354
C11 -3.314483 -1.596555 -4.072572
C12 -3.999629 2.948586 1.092232
C13 -0.653714 4.824148 0.460600
C14 -0.504318 5.799124 -1.748518
C15 1.713616 -2.188178 5.553737
C16 1.722620 -5.056299 2.178142
C17 3.046565 -4.764258 2.949736
C18 4.906358 -9.415180 4.295913
C19 -2.275259 3.986563 -5.690572
C20 4.766793 -7.229131 3.398444
C21 4.530222 -6.534648 2.018568
C22 6.589182 4.466695 -1.949599
C23 0.900463 -7.045776 3.171972
C24 -2.409128 -2.629317 0.210011
C25 4.266627 0.658932 -1.244301
C26 5.164952 1.027897 -0.053111
C27 -5.005132 2.839532 -2.860213
C28 1.804858 2.688100 2.020068
C29 -1.168193 -4.024541 -1.081713
C30 -7.198508 5.476188 5.422392
C31 5.316466 3.533206 -0.035471
C32 -2.330315 1.567180 -6.050831
C33 0.988619 -1.163060 0.699107
C34 1.540199 3.856913 1.141356
H1 1.108328 1.858487 1.898886
H2 -3.080922 -0.320865 1.099997
H3 -2.019923 -0.665433 3.658305
H4 1.981826 -0.932772 0.313627
H5 2.333062 -0.420024 5.301443
H6 2.358033 -3.200625 -3.556111
H7 -7.353998 6.450410 4.958911
H8 3.671673 -7.035312 1.570975
H9 4.621650 -2.737192 -4.351943
H10 -0.623363 -3.225707 -1.584835
H11 -0.146223 -1.391519 2.387508
H12 -3.921414 5.503192 -7.728759
H13 -0.420743 -4.815592 -1.021245
H14 7.177240 4.106646 -2.793792
H15 1.242506 -2.723648 4.729470
H16 -2.270146 6.020131 -7.591365
H17 3.252410 0.532886 -0.865393
H18 4.438666 -4.585235 1.332011
H19 -0.201207 1.381642 -6.441881
H20 3.917720 -9.556032 4.732803
H21 -0.473286 2.226474 -2.748935
H22 -2.649346 4.920039 -8.868686
H23 2.787827 2.282566 1.780435
H24 2.708496 -1.942163 -2.401383
H25 -3.012456 3.088966 1.532555
H26 1.861967 2.931676 3.080962
H27 1.699543 3.583480 0.098313
H28 1.637194 -1.827784 2.551828
H29 -4.320192 -1.220819 -4.260901
H30 1.680702 -7.210426 3.915089
H31 -3.418853 -2.492011 -2.409968
H32 -7.218797 5.670004 6.494838
H33 -4.869029 2.631925 -1.798849
H34 6.242148 0.967476 -0.208346
H35 -5.093079 5.196723 5.493006
H36 -5.820520 3.701256 5.515434
H37 3.944989 -7.177025 4.112594
H38 4.878222 0.379461 0.774789
H39 -1.857047 2.941433 -1.808999
H40 -3.831571 3.395709 0.112475
H41 -4.305906 1.903932 1.146972
H42 0.864290 -4.506397 2.564126
H43 -1.985396 -4.380626 -1.708996
H44 5.669965 -6.769679 3.800054
H45 2.191599 -2.917834 6.207368
H46 5.269602 -10.417899 4.070693
H47 -2.056557 1.493329 -2.644334
H48 3.049850 -3.683176 3.088855
H49 -1.082944 2.216023 -7.677381
H50 -6.058707 3.094320 -2.974978
H51 -3.388086 0.521876 3.360470
H52 2.690235 -1.618621 -4.200586
H53 0.634413 -2.128802 0.338591
H54 -4.447739 3.753785 -3.064062
H55 -2.762522 -1.651845 -5.010851
H56 7.297067 5.023608 -1.335729
H57 0.897536 -1.632623 6.015777
H58 -1.362239 5.228812 -2.104612
H59 -3.276402 1.573244 -6.592100
H60 -3.574789 -1.080646 4.026048
H61 0.004191 -6.587362 3.589890
H62 2.204155 4.697148 1.344506
H63 5.392216 -6.752631 1.388048
H64 -2.419025 0.745368 -5.340307
H65 -8.099692 4.886496 5.254383
H66 4.235975 1.422103 -2.021952
H67 0.073089 6.154681 -2.601917
H68 5.960105 5.243789 -2.383760
H69 -4.319364 -1.253230 1.529974
H70 1.180384 -0.165424 2.579851
H71 -0.903373 6.759444 -1.421962
H72 0.645865 -8.051504 2.837605
H73 4.596164 -0.305845 -1.629926
H74 -1.248577 0.496606 -7.595895
H75 1.766552 -4.727895 1.139715
H76 5.517345 -9.164642 5.163101
H77 3.061392 -5.114913 3.981689
H78 -4.966970 1.866882 -4.553820
H79 -2.780374 -0.891301 -3.435833

Cartesian forces, eV/Å:
O 0.1 1.2 1.0
O 1.7 1.8 -1.0
O -1.4 -0.1 1.5
O -0.8 -1.4 -2.1
O -0.5 1.0 0.8
O 0.0 -1.4 -0.3
O -0.3 -0.3 -1.1
O 0.6 0.8 0.1
O -1.1 0.6 -0.7
O 0.4 3.0 -1.3
O 0.4 -1.4 1.3
O -0.1 0.0 0.6
O -0.8 2.3 3.7
O -1.5 2.4 -2.6
O -0.4 0.2 0.3
O -0.3 -1.2 1.4
O 0.3 -0.2 0.8
O -1.0 0.8 -0.9
O 0.7 -1.8 2.4
O 1.0 -5.5 -2.2
O 0.7 0.6 0.5
O -2.3 1.1 -0.6
O 4.7 -1.2 -1.0
O -0.5 -0.1 0.4
N 0.8 -1.9 0.8
C 2.3 -1.7 -0.4
C 0.8 -0.5 0.9
C 0.3 -0.6 -0.2
C -0.2 0.4 0.8
C 0.0 0.9 1.7
C 0.3 0.2 -0.6
C -0.1 -0.2 -1.2
C 0.0 -3.0 -2.3
C -0.8 -1.7 -0.3
C 0.3 1.9 -1.0
C 0.4 0.3 0.8
C 0.9 0.1 0.9
C -1.1 1.3 -0.2
C -2.8 1.9 -0.6
C -1.5 -1.1 0.7
C -0.1 -0.5 -0.2
C -0.4 0.8 -1.7
C 0.6 -0.6 -0.3
C 0.2 0.7 0.2
C 0.6 0.4 -1.3
C -1.1 0.2 1.3
C 1.0 0.8 0.2
C -0.2 -1.2 -0.4
C -0.1 2.7 1.5
C 0.2 0.5 0.8
C -0.1 0.1 0.0
C -0.1 0.5 0.0
C 0.9 -0.9 0.7
C 1.2 -0.5 -2.1
C -0.3 -1.0 0.1
C -0.2 2.9 0.7
C -0.1 -0.8 -0.6
C 0.6 0.0 -0.7
C 0.0 -0.1 -1.0
H -0.3 0.3 -0.2
H 0.6 0.5 0.2
H 0.3 0.6 -0.7
H 0.2 -0.3 0.0
H 0.3 0.0 -0.2
H 0.0 -0.2 0.0
H 0.5 -0.2 -0.4
H -0.1 -0.1 -0.2
H 0.0 0.0 -0.1
H -0.4 0.3 -0.3
H 0.2 -0.1 0.6
H -0.1 -0.1 -0.3
H -0.3 -0.2 0.7
H -0.2 -0.7 0.2
H 0.2 -0.1 -0.4
H 0.3 -0.3 0.6
H -0.1 0.0 -0.1
H -0.6 0.2 0.2
H -0.1 -0.3 0.2
H -0.6 0.5 -0.6
H 0.0 0.3 0.1
H -0.2 -0.6 0.2
H 0.1 0.1 -0.1
H 0.1 0.3 -0.2
H -0.2 -0.3 0.4
H -0.3 0.2 0.0
H -0.1 0.0 -0.1
H -0.4 -0.4 0.4
H -0.1 0.0 -0.1
H 0.1 0.5 0.3
H 0.1 -0.3 0.3
H 0.4 -0.1 0.1
H 0.2 -0.5 -0.2
H -0.1 -0.2 -0.4
H 0.4 0.3 -0.7
H -0.7 -0.2 0.0
H -0.2 0.4 -0.1
H 0.3 -0.1 0.0
H 0.6 0.1 0.5
H -0.9 -0.2 -0.1
H 0.2 0.0 -0.6
H -0.1 0.1 0.6
H -0.1 0.2 0.1
H 0.0 0.1 0.5
H -0.5 -0.2 0.3
H -0.1 0.0 -0.6
H 0.1 -0.7 0.2
H 0.0 0.3 -0.1
H -0.2 0.1 0.0
H -0.2 -0.2 -0.2
H 0.4 0.0 -0.2
H 0.0 0.4 0.3
H 0.1 0.0 -0.4
H 0.2 0.1 -0.2
H 0.0 -0.5 0.0
H 0.0 -0.2 0.4
H -0.2 -0.5 0.6
H 0.2 -0.1 -0.2
H 0.0 0.3 -0.2
H -0.5 -0.1 -0.1
H 0.0 0.3 0.2
H -0.2 0.1 0.2
H 0.1 0.4 0.1
H 0.2 0.1 0.1
H -0.1 0.0 -0.3
H 0.2 -0.2 -0.1
H 1.1 -1.2 0.4
H -1.0 -0.5 0.4
H -0.4 -0.7 1.0
H -0.3 0.0 -0.1
H -0.5 0.1 0.2
H -0.3 -0.1 0.2
H 0.0 0.1 -0.2
H 0.0 -0.2 0.2
H 0.6 0.3 0.0
H 0.4 0.9 -0.2
H 0.1 -0.6 -0.2
H 0.0 0.1 -0.1
H 0.0 0.6 -0.3